Formula: C5H3Br
Source: the OMol25 dataset
Level of theory: ωB97M-V/def2-TZVPD

Calculated values
**Energy above the lowest of the compared OMol25 structures with the same formula, charge and spin**: 162.2 kcal per mole
**HOMO energy (spin up / spin down)**: -0.3904 / -0.3187 Eh
**Spin multiplicity**: 1

Each line ends with the natural charge from an NBO analysis.
Geometry (Å):
C: 1.851 -1.789 -0.380  -0.284
C: 2.053 -2.649 0.398  0.041
C: -1.313 1.104 0.102  -0.314
C: -0.690 -0.047 0.119  -0.376
C: 0.650 0.020 -0.336  0.020
Br: 1.670 1.451 -0.033  0.214
H: -2.393 1.001 0.132  0.218
H: -0.750 2.020 -0.074  0.216
H: -1.078 -1.110 0.072  0.265

---

Formula: C5H3BrFNO2S
Source: the OMol25 dataset
Level of theory: ωB97M-V/def2-TZVPD

Calculated values
**HOMO energy (spin up / spin down)**: -0.3315 / -0.3315 Eh
**Spin multiplicity**: 1

Each line ends with the natural charge from an NBO analysis.
Geometry (Å):
C: -0.722 -0.394 0.495  -0.238
C: 0.602 0.021 0.143  0.035
C: -1.229 -1.571 0.081  0.017
C: 1.438 -1.017 -0.586  -0.284
C: 0.651 -1.961 -1.103  0.378
N: -0.576 -2.180 -0.995  -0.376
O: 0.589 1.394 -0.418  -0.761
O: -0.745 2.871 1.191  -0.894
F: -1.166 2.868 -1.163  -0.543
S: 0.057 2.846 0.034  1.840
Br: 3.288 -1.117 -0.454  0.131
H: -1.228 0.204 1.172  0.246
H: 1.088 0.049 1.231  0.247
H: -2.048 -2.013 0.371  0.201

---

Formula: C5H3BrN2S
Source: the OMol25 dataset
Level of theory: ωB97M-V/def2-TZVPD

Calculated values
**HOMO energy (spin up / spin down)**: -0.3537 / -0.3335 Eh
**Spin multiplicity**: 1

Each line ends with the natural charge from an NBO analysis.
Geometry (Å):
C: 2.605 -1.520 -0.116  0.161
C: -1.821 1.263 0.459  -0.058
C: -2.593 0.145 0.456  -0.436
C: -0.346 -0.168 -0.233  0.102
C: 2.412 -0.316 -0.748  -0.328
N: 2.776 -2.534 0.409  -0.252
N: -0.537 1.038 0.063  -0.489
S: -1.669 -1.234 -0.066  0.409
Br: 2.732 1.293 0.124  0.185
H: -2.131 2.254 0.732  0.219
H: -3.625 0.034 0.719  0.241
H: 2.197 -0.253 -1.799  0.247

---

Formula: C5H3ClF5I
Source: the OMol25 dataset
Level of theory: ωB97M-V/def2-TZVPD

Calculated values
**HOMO energy (spin up / spin down)**: -0.3593 / -0.3154 Eh
**Spin multiplicity**: 1

Each line ends with the natural charge from an NBO analysis.
Geometry (Å):
C: 1.152 -1.381 2.039  0.288
C: 2.166 -2.433 2.274  0.555
C: 0.706 -2.630 2.696  0.559
C: -0.464 0.607 -0.063  -0.490
C: 0.500 -0.376 -0.558  -0.318
F: 1.194 -0.202 2.702  -0.301
F: 2.645 -3.143 1.239  -0.297
F: 3.122 -2.342 3.214  -0.293
F: 0.395 -2.722 3.999  -0.291
F: -0.049 -3.505 2.008  -0.296
Cl: -1.751 -0.208 0.873  -0.042
I: 2.382 0.177 -1.166  0.228
H: -0.969 1.110 -0.898  0.240
H: 0.000 1.368 0.575  0.240
H: 0.184 -1.376 -0.807  0.216

---

Formula: C5H3ClS
Source: the OMol25 dataset
Level of theory: ωB97M-V/def2-TZVPD

Calculated values
**Energy above the lowest of the compared OMol25 structures with the same formula, charge and spin**: 39.3 kcal per mole
**HOMO energy**: -0.3269 Eh
**Spin multiplicity**: 1

Each line ends with the natural charge from an NBO analysis.
Geometry (Å):
C: 0.948 -0.455 -0.035  0.032
C: -0.027 -1.347 0.215  -0.339
C: -1.054 -0.332 0.075  -0.091
C: -0.663 1.176 0.045  -0.207
C: 0.712 0.990 -0.104  -0.244
H: -0.113 -2.331 0.654  0.277
H: -1.405 2.031 0.190  0.269
H: 1.572 1.658 -0.469  0.252
S: -2.654 -0.718 -0.319  0.051
Cl: 2.683 -0.672 -0.252  -0.001

---

Formula: C5H3ClS
Source: the OMol25 dataset
Level of theory: ωB97M-V/def2-TZVPD

Calculated values
**SMILES string**: S=C1C=CC(Cl)=C1
**Energy above the lowest of the compared OMol25 structures with the same formula, charge and spin**: 37.4 kcal per mole
**HOMO energy**: -0.3333 Eh
**Spin multiplicity**: 1

Each line ends with the natural charge from an NBO analysis.
Geometry (Å):
S: 2.773 -0.864 -0.141  0.093
C: 1.218 -0.293 -0.012  -0.104
C: 0.522 1.240 -0.068  -0.192
C: -0.796 0.958 0.076  -0.230
C: -1.051 -0.513 0.193  -0.023
Cl: -2.688 -0.881 -0.171  0.047
C: 0.026 -1.251 0.101  -0.325
H: 1.134 2.039 -0.163  0.223
H: -1.555 1.792 -0.252  0.249
H: 0.417 -2.226 0.437  0.262